# 1
{
  "formula": "C27H16Cl3CrF5N2S2Se",
  "method": "the ωB97M-V functional and the def2-TZVPD basis",
  "charge": -1,
  "orbital_gap_ev": [5.11, 4.79],
  "multiplicity": 4,
  "species": ["Se", "Cr", "Cl", "Cl", "Cl", "S", "S", "F", "F", "F", "F", "F", "N", "N", "C", "C", "C", "C", "C", "C", "C", "C", "C", "C", "C", "C", "C", "C", "C", "C", "C", "C", "C", "C", "C", "C", "C", "C", "C", "C", "C", "H", "H", "H", "H", "H", "H", "H", "H", "H", "H", "H", "H", "H", "H", "H", "H"],
  "positions_angstrom": [[0.587, 0.884, 2.423], [-1.149, -0.235, 0.272], [-2.390, -3.831, -3.488], [-4.240, -4.379, -1.321], [-1.416, -4.981, -1.001], [-2.244, 0.966, -1.923], [-2.923, 0.926, 1.246], [1.727, 3.798, -1.748], [5.242, 3.055, 1.292], [0.096, 2.323, -0.180], [3.603, 1.600, 2.858], [4.343, 4.142, -1.027], [0.692, -1.151, -0.076], [-1.956, -1.574, -0.625], [-0.010, -3.658, 2.490], [-3.374, 2.233, 0.198], [1.367, 2.503, 0.196], [-0.059, -2.505, 1.703], [2.364, -2.499, 0.984], [1.225, 0.028, -2.098], [-3.484, 3.424, -1.983], [3.908, -0.675, -1.843], [-1.212, -1.704, 1.675], [3.511, 3.429, -0.253], [2.136, 0.410, -3.047], [2.189, 3.249, -0.620], [3.337, -2.017, 0.162], [1.777, 1.897, 1.385], [-2.597, -3.789, -1.716], [-4.133, 3.357, 0.860], [-3.083, 2.248, -1.122], [1.624, -0.756, -0.996], [3.961, 2.868, 0.930], [3.494, 0.074, -2.911], [-1.099, -4.009, 3.265], [1.032, -2.060, 0.841], [-2.235, -3.205, 3.271], [2.981, -1.148, -0.892], [-2.354, -2.501, -1.178], [3.114, 2.125, 1.727], [-2.289, -2.068, 2.478], [4.204, 0.402, -3.659], [2.608, -3.178, 1.789], [-3.184, -1.457, 2.474], [-4.927, 3.740, 0.216], [-3.459, 4.185, 1.098], [-4.574, 3.001, 1.790], [-2.985, 4.332, -1.632], [-1.075, -4.917, 3.854], [4.373, -2.309, 0.283], [-3.086, -3.480, 3.882], [0.864, -4.299, 2.474], [0.181, 0.304, -2.199], [4.951, -0.939, -1.724], [-4.563, 3.593, -1.937], [1.807, 0.986, -3.902], [-3.197, 3.245, -3.016]],
  "lowdin_charge": [0.7616, 0.2754, 0.5983, 0.5955, 0.5741, 0.6067, 0.6390, 0.1107, 0.0916, 0.0310, 0.0599, 0.0962, 0.0493, 0.0240, -0.0487, -0.7859, -0.2708, -0.2264, 0.0122, -0.0214, -0.1493, -0.0381, -0.2513, -0.1527, -0.0602, -0.1573, 0.0101, -0.5399, -1.5164, -0.1431, -0.8230, -0.1831, -0.1550, -0.0813, -0.1020, -0.2421, -0.0853, -0.1520, -0.2655, -0.2629, -0.1112, 0.1001, 0.1097, 0.0592, 0.0589, 0.0777, 0.0488, 0.0756, 0.0930, 0.1181, 0.0969, 0.1003, 0.0247, 0.1097, 0.0634, 0.1108, 0.0424]
}

# 2
{
  "formula": "C35H26CoN4P2S4",
  "method": "the ωB97M-V functional and the def2-TZVPD basis",
  "charge": -2,
  "orbital_gap_ev": [5.99, 6.60],
  "multiplicity": 2,
  "species": ["Co", "S", "S", "S", "S", "P", "P", "N", "N", "N", "N", "C", "C", "C", "C", "C", "C", "C", "C", "C", "C", "C", "C", "C", "C", "C", "C", "C", "C", "C", "C", "C", "C", "C", "C", "C", "C", "C", "C", "C", "C", "C", "C", "C", "C", "C", "H", "H", "H", "H", "H", "H", "H", "H", "H", "H", "H", "H", "H", "H", "H", "H", "H", "H", "H", "H", "H", "H", "H", "H", "H", "H"],
  "positions_angstrom": [[1.940, -0.176, 1.188], [0.047, 2.877, 0.589], [1.711, -2.332, 2.147], [3.855, -1.385, 0.444], [1.792, 1.498, 2.642], [1.225, 0.705, -0.865], [-1.982, -0.507, 0.065], [-1.900, 5.063, 3.032], [4.338, -4.448, -1.764], [1.264, -5.854, 0.785], [0.860, 3.291, 5.624], [-5.456, -2.182, -1.275], [-1.813, -0.408, 1.884], [1.219, 2.215, -3.261], [0.529, 2.605, 2.198], [-0.754, 2.988, -4.392], [2.819, -3.916, 0.213], [3.912, 0.687, -1.876], [1.192, -0.866, -1.886], [-0.690, -1.768, -0.415], [-1.048, 4.284, 3.078], [0.623, 2.863, -4.329], [-2.261, 0.954, 3.821], [-1.796, -0.059, 4.641], [-0.017, 3.359, 3.233], [-3.796, -2.575, 0.912], [2.812, -2.688, 0.868], [0.446, 1.696, -2.226], [-0.934, 1.841, -2.292], [4.629, 2.878, -0.333], [1.948, -4.955, 0.548], [-1.530, 2.472, -3.369], [2.956, 1.294, -1.062], [-1.332, -1.416, 2.713], [3.666, -4.180, -0.865], [-3.477, -1.597, -0.025], [-4.923, -3.359, 0.744], [-1.333, -1.241, 4.086], [-0.191, -1.512, -1.844], [-5.752, -3.171, -0.350], [5.208, 1.171, -1.909], [0.475, 3.273, 4.537], [5.570, 2.268, -1.143], [3.338, 2.388, -0.287], [-4.325, -1.403, -1.109], [-2.273, 0.778, 2.449], [4.891, 3.730, 0.281], [-1.777, 0.078, 5.715], [-0.152, -2.451, -2.404], [1.937, -1.547, -1.462], [-0.936, -2.334, 2.303], [-5.154, -4.128, 1.470], [-0.962, -2.034, 4.724], [-2.633, 1.567, 1.802], [-1.542, 1.463, -1.482], [-2.610, 1.884, 4.247], [-6.629, -3.792, -0.480], [0.131, -1.627, 0.302], [-1.219, 3.483, -5.236], [-2.608, 2.550, -3.411], [-3.163, -2.718, 1.776], [2.613, 2.863, 0.358], [1.463, -0.659, -2.926], [6.585, 2.640, -1.174], [-0.898, -0.857, -2.367], [2.296, 2.117, -3.237], [1.238, 3.258, -5.128], [3.666, -0.181, -2.470], [-1.072, -2.786, -0.298], [-6.110, -2.022, -2.123], [5.945, 0.672, -2.523], [-4.090, -0.623, -1.823]],
  "lowdin_charge": [-0.1678, 0.6004, 0.6464, 0.6716, 0.6330, 0.9352, 1.0978, 0.1190, 0.1216, 0.1225, 0.1203, -0.1084, -0.3818, -0.0779, -1.0998, -0.1128, -0.4104, -0.1668, -0.3317, -0.3567, -0.3080, -0.0979, -0.0881, -0.0825, -0.4553, -0.0769, -1.1138, -0.3692, -0.1652, -0.0806, -0.2872, -0.0896, -0.4233, -0.1694, -0.2912, -0.3489, -0.0938, -0.0876, -0.3011, -0.1145, -0.1037, -0.3260, -0.1053, -0.1318, -0.1154, -0.1201, 0.1012, 0.0986, 0.1052, 0.0448, 0.0548, 0.0972, 0.1017, 0.0920, 0.0094, 0.1022, 0.0903, -0.0144, 0.0898, 0.0968, 0.0920, 0.0258, 0.0847, 0.0897, 0.0754, 0.0967, 0.0939, 0.0950, 0.0898, 0.0924, 0.0972, 0.0905]
}

# 3
{
  "formula": "C18H32BGaN3O",
  "method": "the ωB97M-V functional and the def2-TZVPD basis",
  "charge": -1,
  "relative_energy_kcal_mol": 0.0,
  "orbital_gap_ev": 6.38,
  "species": ["Ga", "O", "N", "N", "N", "C", "C", "C", "C", "C", "C", "C", "C", "C", "C", "C", "C", "C", "C", "C", "C", "C", "C", "B", "H", "H", "H", "H", "H", "H", "H", "H", "H", "H", "H", "H", "H", "H", "H", "H", "H", "H", "H", "H", "H", "H", "H", "H", "H", "H", "H", "H", "H", "H", "H", "H"],
  "positions_angstrom": [[1.456, 0.941, 1.077], [-1.456, 2.012, 0.708], [2.148, 5.253, -2.765], [-1.646, -5.506, 2.370], [-3.009, 1.100, -2.787], [3.763, -1.059, 0.830], [-1.665, -4.345, 3.094], [-2.866, -5.708, 1.784], [-3.891, -0.855, -2.252], [-1.552, -0.475, 1.083], [1.571, -1.910, 1.775], [1.571, 5.544, -1.557], [-4.365, 1.259, -2.861], [-3.676, -4.662, 2.139], [-2.913, -3.796, 2.969], [1.422, 4.283, -3.400], [4.517, 0.026, 0.046], [0.464, 4.754, -1.417], [-2.711, -0.182, -2.415], [4.999, 1.204, 0.901], [0.371, 3.956, -2.588], [-4.943, 0.061, -2.537], [2.236, -0.942, 0.769], [-0.682, 0.839, 0.927], [0.871, -1.401, 2.445], [-0.182, 4.716, -0.556], [1.725, 3.896, -4.358], [4.892, 2.158, 0.380], [2.030, 2.062, 0.049], [4.093, -2.048, 0.471], [-2.332, 1.819, -2.964], [6.050, 1.089, 1.183], [-6.002, -0.135, -2.495], [-2.587, -0.346, 0.745], [-4.697, -4.523, 1.825], [4.404, 1.287, 1.813], [-1.098, -1.324, 0.563], [3.854, 0.413, -0.732], [-3.989, -1.881, -1.943], [5.377, -0.431, -0.458], [-4.801, 2.207, -3.127], [2.010, 6.265, -0.889], [-1.691, -0.497, -2.278], [-0.850, -6.107, 2.273], [-1.576, -0.763, 2.144], [2.320, -2.390, 2.418], [-1.361, 2.326, -0.194], [1.008, -2.709, 1.277], [1.936, -1.263, -0.239], [4.069, -1.013, 1.885], [-3.050, -6.566, 1.160], [-3.235, -2.865, 3.405], [-0.368, 3.200, -2.796], [1.832, 1.371, 2.604], [-0.787, -4.002, 3.613], [2.991, 5.665, -3.115]],
  "lowdin_charge": [0.3724, -0.0310, -0.0029, -0.0014, 0.0115, -0.2992, -0.1365, -0.1549, -0.1121, -0.0978, -0.1801, -0.1397, -0.1484, -0.1172, -0.1112, -0.1463, -0.2988, -0.1069, -0.1357, -0.1487, -0.1144, -0.1192, -0.4649, -0.5837, 0.0333, 0.0942, 0.0999, 0.0542, -0.0774, 0.0926, 0.1238, 0.0559, 0.0825, 0.0415, 0.0844, 0.0399, 0.0434, 0.0750, 0.0894, 0.0859, 0.0995, 0.1031, 0.1148, 0.1391, 0.0475, 0.0555, 0.0422, 0.0533, 0.0725, 0.0976, 0.0974, 0.0901, 0.0700, -0.0788, 0.1081, 0.1366]
}

# 4
{
  "formula": "H3N2O2P",
  "method": "the ωB97M-V functional and the def2-TZVPD basis",
  "charge": 0,
  "relative_energy_kcal_mol": 7.1,
  "orbital_gap_ev": 9.84,
  "smiles": "NNP(=O)=O",
  "species": ["P", "O", "O", "N", "N", "H", "H", "H"],
  "positions_angstrom": [[0.852, -1.023, 0.112], [0.915, -1.692, -1.196], [1.762, -1.239, 1.250], [-0.229, 0.267, 0.568], [-1.184, 0.882, -0.254], [0.176, 0.948, 1.179], [-0.665, 1.569, -0.730], [-1.627, 0.287, -0.928]],
  "lowdin_charge": [0.6022, -0.2878, -0.3036, -0.2149, -0.0243, 0.0911, 0.0588, 0.0785]
}

# 5
{
  "formula": "C4H8ClNSi",
  "method": "the ωB97M-V functional and the def2-TZVPD basis",
  "charge": 0,
  "relative_energy_kcal_mol": 53.2,
  "orbital_gap_ev": 8.49,
  "smiles": "C=[Si](C)Cl.C=C=N",
  "species": ["Cl", "Si", "N", "C", "C", "C", "C", "H", "H", "H", "H", "H", "H", "H", "H"],
  "positions_angstrom": [[-2.504, -1.099, 1.665], [-0.535, -0.755, 1.236], [-1.316, 0.824, -1.042], [-0.310, 1.271, -1.545], [0.209, -1.913, -0.084], [0.918, 1.438, -1.915], [0.422, 0.302, 2.246], [1.138, 1.402, -2.953], [1.376, 0.575, 2.327], [-0.169, 0.689, 3.082], [1.025, -1.248, -0.423], [-1.917, 1.384, -0.543], [1.544, 1.839, -1.243], [-0.455, -1.837, -0.860], [0.576, -2.871, 0.051]],
  "lowdin_charge": [0.2839, 0.2298, 0.1438, -0.2494, -0.2047, 0.0258, -0.2287, 0.0566, -0.0984, -0.0384, 0.0304, 0.0459, 0.0264, -0.0256, 0.0026]
}

# 6
{
  "formula": "C2H3NO2S",
  "method": "the ωB97M-V functional and the def2-TZVPD basis",
  "charge": 0,
  "relative_energy_kcal_mol": 156.0,
  "orbital_gap_ev": 9.37,
  "smiles": "C=COS(#N)=O",
  "species": ["S", "O", "O", "N", "C", "C", "H", "H", "H"],
  "positions_angstrom": [[-1.717, -0.313, 0.072], [-3.096, 0.024, -0.276], [-0.835, 1.075, 0.249], [-0.994, -1.552, 0.272], [0.852, 0.879, -0.204], [1.614, -0.205, 0.153], [2.356, -0.758, -0.377], [0.628, 1.450, -1.048], [1.192, -0.600, 1.158]],
  "lowdin_charge": [0.7081, -0.3402, -0.3731, -0.2677, 0.0049, 0.0367, 0.0649, 0.0680, 0.0984]
}